Entry from OMol25: a cluster of 9 separate species, C27H54O27 in total (ωB97M-V with the def2-TZVPD basis set).

Geometry as XYZ:
```
108
C27H54O27 | OMol25 | ωB97M-V with the def2-TZVPD basis set
O -0.24729 -6.38498 -1.06860
C 5.65522 -0.32433 -0.76670
C 5.35747 -3.77809 -2.86622
O 6.20560 -0.16309 -2.07166
C 0.05842 5.51359 2.33086
C -4.51519 -1.20322 -3.26824
H -6.57630 -1.10411 -5.74133
H 4.27412 -6.02271 -0.94500
C -3.29871 7.45467 2.99988
C -2.55581 -1.69019 -2.02046
H -2.60496 0.39850 3.85257
H -1.74334 2.38986 -1.67821
O -4.99479 -0.50974 -2.41888
H -0.59272 4.65346 2.19242
O -0.13904 6.04510 3.63695
H -2.96610 1.38761 -0.94492
H 0.72879 -4.95917 2.22803
H -0.28382 4.47793 7.73035
H -1.90826 -2.65956 2.82954
H 0.96372 4.23308 6.56453
O -0.02715 -0.55438 -0.20177
H -0.45137 -3.08391 1.87461
O 2.10844 -0.45696 -0.87387
O -3.95870 -4.41824 0.25665
H -1.88563 1.79069 3.11366
H -0.94106 0.30968 3.40395
H 2.93165 -2.27558 -1.06159
C 0.38832 -4.93998 -3.29477
H 3.29994 -4.81657 -1.73976
H 8.29188 3.15215 -0.50657
H -4.97983 6.92092 -0.22475
H 1.25388 -2.42659 -0.87612
H -1.49294 -1.85284 -2.19309
H 1.28554 -5.52832 -3.47421
C -0.11710 4.33788 6.66262
O -4.46459 5.03112 -0.77550
C 1.99282 -1.78921 -1.34613
C -2.80904 2.14221 -1.71363
O 1.28114 1.24553 0.18251
H 6.33858 -1.85566 -4.39123
O -3.44831 3.53090 0.60777
O 6.46567 -3.82210 -3.57401
C -3.24979 -4.06082 1.31168
O -1.56641 7.04550 5.02033
H 5.36690 -1.36323 -0.65205
C 1.03625 0.01694 -0.23469
C 0.23647 -5.29082 -0.97952
O -2.25877 -3.29745 0.87057
H 4.20159 -4.35290 -0.29825
C -5.19566 -5.07324 0.45875
H -0.47293 2.36293 0.31655
O -3.45000 -4.36457 2.45147
H -3.71113 7.52757 2.00043
O 0.69070 -4.74046 0.14612
C 4.23528 -4.96378 -1.19742
H -0.53581 -5.51242 -3.36399
H 4.84576 0.38359 -0.59407
O 7.25861 1.62249 -1.35672
H 6.40218 -0.07366 -0.01162
H -1.34596 -1.61759 1.51368
H -6.09293 5.66303 0.41057
C -5.06282 5.90679 0.15241
H 1.36547 -6.33628 1.30728
H 9.21791 2.31541 -1.78048
H -0.31094 1.15760 1.52230
H -0.30057 -6.08835 1.42012
O -3.63624 3.27511 -1.60794
O 0.38346 -4.40518 -1.95663
O -2.05043 6.79224 2.84211
H 7.89270 3.38003 -2.20209
H -3.11236 8.44628 3.41322
C -3.83109 3.90560 -0.47100
H -0.50227 5.19009 6.11029
H -2.62875 -0.66439 -1.66304
C 6.91363 -2.78489 -4.41529
C 8.23122 2.64898 -1.46625
H -6.09340 0.29538 -4.80865
H -2.98577 1.73183 -2.70379
C -6.21122 -0.78603 -4.76567
C 7.18019 0.71104 -2.32199
C -0.62434 2.64043 5.13310
C -1.44625 -2.64889 1.84505
O 0.10075 3.08790 4.29272
H -4.52833 5.85717 1.10342
H -5.94406 -4.41604 0.88662
H 7.92596 -2.45438 -4.19490
H 6.84493 -3.10215 -5.45627
O -3.38780 -1.90239 -3.15185
C 0.27189 1.87643 0.94734
C -1.68698 0.98797 3.83181
H 2.00024 -1.84736 -2.43277
H 0.69085 2.55570 1.68342
O 5.37678 -4.80968 -2.03489
H -2.91010 -2.41651 -1.28891
H -5.08155 -5.98815 1.04731
O 4.51600 -2.91856 -2.86603
H -6.99435 -1.07230 -4.06349
C 0.63104 -5.52333 1.30507
H 0.02368 6.22759 1.51058
H 0.36252 -4.11995 -4.00527
O -1.31897 1.50667 5.07451
H -5.49246 -5.50237 -0.49734
O -0.80772 3.12553 6.36033
C -1.27105 6.66628 3.92322
O -4.99061 -1.45104 -4.48161
H 1.08328 5.13975 2.33856
O 7.86039 0.65465 -3.30140
H -3.93597 6.84930 3.64528
```

Results
Energy above the lowest of the compared OMol25 structures with the same formula, charge and spin: 36.7 kcal/mol
2S+1: 1
Lowest unoccupied orbital energy: 0.473 eV
Gap between HOMO and LUMO: 11.176 eV
E_HOMO: -10.70 eV
SMILES string: COC(=O)OC.COC(=O)OC.COC(=O)OC.COC(=O)OC.COC(=O)OC.COC(=O)OC.COC(=O)OC.COC(=O)OC.COC(=O)OC
Total energy: -84155.856 eV


Entry from OMol25: a structure of composition C27H55N2O17Zn (ωB97M-V with the def2-TZVPD basis set).

Geometry as XYZ:
```
102
C27H55N2O17Zn | OMol25 | ωB97M-V with the def2-TZVPD basis set
H 3.58168 4.78234 1.66145
H -6.61628 0.76054 -1.85866
H -1.97323 -4.13575 5.51015
H 0.50322 2.27631 0.79479
H 1.60416 7.54048 -2.03182
H -2.34163 4.34848 -0.52962
H -3.60154 6.10381 -1.89564
C -6.28161 -0.20342 -1.47542
H 1.67846 -1.68574 1.76596
H -2.34842 -5.71072 -2.92898
H -2.24454 -9.60428 -1.00260
H -0.96623 -5.50047 -1.69957
C 4.19174 1.03410 3.46849
H -0.87581 -3.10000 6.21371
C 4.44946 -2.87196 1.08963
H 3.50434 1.34757 4.25419
C 5.54584 1.08989 3.98858
C -1.28773 -5.80400 -2.69587
O -3.19176 2.04784 -2.21219
O -0.59822 -2.61414 -2.11751
H -1.75921 -1.81254 -3.60769
O 0.84249 -3.39956 2.70548
C 3.84433 4.21513 0.76848
O 3.70764 -2.14694 0.15053
H 1.43305 -3.10994 0.74382
H -2.99805 6.42770 -3.48109
H -1.64204 -1.59808 -0.71277
O 0.79755 0.99547 3.41594
H 1.62009 6.23365 -3.30014
H 3.21563 3.32473 0.77390
C -0.93606 -7.28430 -2.77578
C -1.30064 -9.17321 -1.33625
H 0.09960 -7.58934 -2.62588
N 6.58686 1.19408 4.42426
H -2.22611 -4.02096 -4.51869
C 0.53666 4.34131 3.78551
O -2.49000 4.57931 -2.61983
O 3.13385 6.13780 -2.03228
C -0.78648 -1.45956 -1.37379
H 1.02494 3.40919 4.06983
H -4.02461 2.66940 -0.33597
H -0.25716 0.80282 0.21607
O 4.53373 0.04575 0.68577
H 4.28770 -3.94699 1.01057
C 1.03676 -2.54915 1.59033
O -0.70325 -5.08276 -3.71009
C -1.88586 4.01718 -1.46269
H 3.56458 1.73036 -0.97961
H -1.21901 -7.78071 -3.70401
C 0.15181 -3.02265 3.70904
H -3.30040 0.25142 -0.14428
C 2.20540 6.94873 -2.72206
O -4.91438 -0.37876 -1.30108
O -0.10886 -1.82713 3.96960
C 0.46297 1.19595 0.93368
C -4.17924 1.98509 -1.17018
H 4.23024 -2.70025 2.14346
H -0.78290 -9.77820 -2.08059
O -1.77973 -7.91047 -1.75478
O -0.16820 -4.04144 4.42090
H -1.23027 2.17971 -2.40524
H -0.57573 -9.14174 -0.52285
H 0.09348 -2.08335 1.30512
H 2.05771 1.36485 -1.71701
C -2.73943 5.93872 -2.54188
C 0.11565 0.91895 2.38687
H -1.90799 6.48270 -2.09367
C -0.78204 4.29047 3.13752
H -6.79905 -0.47410 -0.55505
O -1.03623 0.45666 2.68776
C -1.95377 2.48196 -1.64808
H -1.62588 1.76523 -0.89516
H -0.53108 -4.86606 6.19127
H 1.43797 0.78910 0.66544
H 4.13400 1.69755 2.60559
H 4.00471 -0.02314 3.28045
H -0.58790 -3.37376 -4.88521
C 2.76536 5.63321 -0.90380
Zn -0.56958 0.09840 4.65219
C 3.03876 0.93694 -1.51074
O 2.97075 -0.35099 -0.94199
C -1.23618 -3.79995 -4.11958
O 3.91388 5.06875 -0.36241
H 2.70239 7.57766 -3.46067
H 4.86278 3.83149 0.82912
H 5.52778 -2.71687 1.05374
N -1.79118 4.30867 2.59620
H -0.85371 -0.61496 -2.05951
C -4.26124 0.63901 -0.48289
C -1.67508 -2.73905 -3.03970
O 1.62269 5.57472 -0.42512
H -6.63210 -0.87448 -2.25960
H 1.14499 4.92372 3.09354
H -5.12566 2.34577 -1.57304
C 3.85726 -0.77948 0.04751
H -4.76760 0.82353 0.46456
H 3.61611 0.84672 -2.43086
H 0.09086 -1.34504 -0.73719
H 0.48303 4.99070 4.65931
H -2.61170 -2.97099 -2.53270
C -0.89561 -4.01312 5.61880
H -0.83686 4.20924 -1.23728
```

Results
2S+1: 1
Lowest unoccupied orbital energy: -6.639 eV
Gap between HOMO and LUMO: 4.456 eV
E_HOMO: -11.09 eV
Total energy: -115082.184 eV
Net charge: +1


Entry from OMol25: a cluster of 14 separate species, C27H56BBr2Cl26FO8P3S in total (ωB97M-V with the def2-TZVPD basis set).

Geometry as XYZ:
```
125
C27H56BBr2Cl26FO8P3S | OMol25 | ωB97M-V with the def2-TZVPD basis set
C -2.45684 1.30018 1.45313
C -3.50691 1.79325 2.45862
H 6.05165 -8.31054 5.16063
H 0.14204 -1.65995 2.55574
F 2.79978 1.85088 -0.45742
H 1.39694 -4.00038 5.69823
Cl -9.09681 -1.33823 0.44981
H -11.24061 0.31874 2.69245
C -4.29471 -0.54551 -3.87595
H 1.53735 3.30719 -3.08048
P 1.96699 -2.51798 1.88227
H -3.09591 2.32489 3.29425
P 2.26619 -1.23544 0.18507
Cl 6.92844 -10.48072 4.92170
H 6.34275 0.30318 -3.21163
H -1.41221 2.96846 2.01797
C 3.11950 -3.77438 -8.33210
H -1.98758 -2.93333 0.59885
H 3.63299 -4.28854 -7.53235
Cl 1.47534 -4.40189 -8.43287
C 1.81321 2.58653 -1.06077
C -0.45067 0.43929 5.99138
O 1.24089 -3.89132 1.57706
H 3.87613 3.51115 0.82227
O 3.22433 -2.81922 2.54833
Cl 4.48153 -4.46955 5.42394
Cl 5.19748 -9.42884 7.04279
H -7.44731 -2.23153 1.86641
Cl 6.07776 -1.44397 -4.75647
Cl -5.16782 5.50135 -2.81707
H -4.25223 2.35850 1.93261
H -0.66740 0.18952 -6.54887
C 0.52069 -4.33018 5.15456
H -0.80632 0.10916 6.95946
H 0.48760 3.79304 1.82807
Cl -1.86418 0.71417 4.95234
H -0.86423 -1.57574 -6.65598
C 2.09440 2.57277 -2.53354
C -1.42009 2.34266 1.15281
O -0.90602 5.28219 -3.79715
H -2.10420 -1.61074 -2.30636
C 6.61399 2.68694 3.89337
H -4.58190 6.72469 -0.89885
C -7.45470 -1.88202 0.84235
H 2.52106 -6.30904 -4.46928
Cl -13.47437 0.74682 3.28588
Cl 0.47463 1.92284 6.23365
H 1.91717 1.59014 -2.92640
C -0.29057 -0.76914 -6.21489
O -1.64976 -0.89130 -1.82972
Cl 6.38232 4.30156 3.21177
C -0.72049 4.09377 -1.67900
Cl 1.38487 -0.93568 -6.78196
H 5.65673 2.18503 3.94565
C 3.09118 3.94513 1.40850
Cl -5.14169 -0.52869 -2.32530
C 6.44309 -9.05133 5.84620
H -6.11556 5.84211 -0.69756
C -0.61183 2.58998 -1.59214
Cl -0.79915 -4.59902 6.30344
H -7.18943 -2.68322 0.16436
H -1.56910 2.25842 -1.24342
C -0.94492 6.65494 -3.53397
H -1.09714 4.49089 -0.75278
H -0.51785 2.13477 -2.55253
H 7.31165 -8.66736 6.36415
H -2.03626 0.40475 1.85775
C -1.62092 4.52487 -2.83292
O 1.05139 -1.70917 2.90420
H 5.27210 0.75452 -4.56049
H -3.99996 0.92477 2.85551
H 3.54432 4.65367 2.07243
Cl 4.02569 -4.01776 -9.83813
C 2.32134 2.92511 2.21185
H 2.33143 3.33090 3.19774
H -1.79736 2.98963 0.38851
Br -3.55754 0.91789 -0.11802
Cl 7.31033 2.75711 5.52287
Cl 0.94483 -5.80084 4.26692
H -0.30773 7.14459 -4.24290
H 0.21317 -3.57769 4.44218
C 1.97141 -5.61480 -3.84640
H 6.09942 -3.44323 4.07119
H -3.44788 0.12860 -3.80459
H 1.88617 -5.98565 -2.83292
C 5.52959 -0.01971 -3.84869
H 3.14602 2.75639 -2.63958
Br 3.32950 1.29397 2.48319
H -4.97547 -0.22913 -4.65567
Cl -6.26321 -0.59584 0.68057
H -12.25515 -1.14044 2.60050
H 1.42358 -4.45352 2.36277
O -1.95284 -1.96372 0.55369
H -1.94449 7.04462 -3.65354
Cl 4.12697 -0.34897 -2.84390
H 4.77512 -4.15588 3.12317
H 0.18979 -0.30036 5.53505
Cl 2.84566 -4.07708 -3.79677
C -5.10182 5.79116 -1.07234
P -0.90151 -1.59248 -0.61154
B 0.51042 -0.26992 -0.01557
C -12.19724 -0.08207 2.38387
H 1.87524 3.61778 -0.73948
O 0.31946 0.57250 1.15830
H 0.40756 2.42217 2.84047
C 5.44987 -4.30024 3.95671
H 2.48687 -2.08304 -0.91208
H 0.22410 4.57877 -1.85719
O 0.52862 0.66706 -1.12405
H -2.46041 5.08930 -2.46165
C 0.83274 2.77466 1.92034
H 7.29548 2.14155 3.25437
Cl 0.34428 -5.43000 -4.50338
Cl -12.35636 0.14048 0.64015
C 0.07250 1.93396 0.84467
H 3.06766 -2.71505 -8.12980
S -0.27976 -3.31419 -1.33465
Cl -0.44525 -0.86047 -4.46293
Cl -3.67951 -2.15433 -4.27602
H 2.42334 4.50557 0.79036
H -0.57470 6.89439 -2.54229
C 0.45081 2.01748 -0.68135
H -1.94440 3.64595 -3.35615
Cl 6.45837 -5.73655 3.66806
Cl -4.25550 4.49760 -0.21567
```

Results
Energy above the lowest of the compared OMol25 structures with the same formula, charge and spin: 0.0 kcal/mol
2S+1: 1
Lowest unoccupied orbital energy: 1.640 eV
Gap between HOMO and LUMO: 6.772 eV
E_HOMO: -5.13 eV
Total energy: -553059.656 eV
Net charge: -1


Entry from OMol25: a cluster of 11 separate species, C27H56Cl12N8O8 in total (ωB97M-V with the def2-TZVPD basis set).

Geometry as XYZ:
```
111
C27H56Cl12N8O8 | OMol25 | ωB97M-V with the def2-TZVPD basis set
O -4.44082 0.14951 2.31198
C -4.04631 5.04951 3.27393
H -3.69312 -0.82767 -1.04010
Cl -4.70069 4.12355 -3.38566
H 0.00372 2.41694 1.64797
H -5.02275 1.72607 6.41132
C -1.07049 -4.28187 -0.74702
H -0.86711 2.66557 -4.81778
Cl 3.75385 4.92590 3.26424
H 4.45711 0.78008 3.41112
H -1.07126 2.39966 4.18842
H -7.37436 0.10997 1.72637
Cl -4.06086 4.98912 5.02498
H -7.14866 -1.56213 2.10463
C 4.03012 0.24082 1.50225
H 5.98045 -0.58949 4.01703
C -6.69410 -0.57902 2.22700
C 5.87389 3.46817 0.29041
H 1.42024 0.62476 0.70832
Cl -2.15185 3.86510 -2.14400
C -0.56670 2.31576 0.72468
N 4.73042 0.19799 2.63229
H 0.52498 2.58203 -3.69163
H -1.90567 -4.96438 -5.14111
H -5.76703 -1.56666 0.00357
H -3.26225 -0.33234 -3.30037
C 5.26700 2.63973 -0.86992
C 5.80294 -0.78134 2.95883
N 3.93076 2.64698 -0.98387
H 5.43433 -1.80001 2.83824
H -0.97712 0.89919 -2.88640
H 3.28672 -7.66594 -2.35370
Cl 1.49106 6.81976 3.07438
H 3.63328 -2.81874 -1.58092
O 0.58979 -4.43947 -2.43717
Cl -4.49809 4.63668 -0.55951
H 1.94767 -0.99958 -1.20718
H 4.99965 -3.58822 -2.38023
H -6.64852 -0.22446 3.25671
C 3.09054 -7.07528 -1.45887
N -5.02904 -1.12322 0.53162
H -1.25311 -3.31968 -5.00342
Cl -2.35967 4.68681 2.65865
H 3.98166 -1.54148 0.47955
H -4.40180 0.03551 6.58777
H -5.71762 0.37198 5.41163
C -2.53361 1.31973 5.25581
H 2.80066 1.05085 -1.92765
H -2.15003 -4.34090 -0.60841
H 5.52238 -0.71430 0.16182
C 3.91745 -3.46236 -2.41345
O 6.02069 2.11371 -1.66925
O 3.12621 1.05163 1.41473
N -0.87030 0.89385 -3.89072
H -1.94898 -1.44822 -2.87011
C 4.45282 -0.57218 0.31658
C 2.11119 5.17662 2.60787
O -1.19646 0.73741 -1.00599
Cl 1.03724 4.01685 3.52211
C -1.20309 -4.33090 -4.59965
C -2.46584 -0.96180 -3.69736
H -3.00067 -0.48311 0.60963
H -0.86286 0.63128 4.07789
C -1.59371 -0.04379 -4.51353
H -3.31970 -2.14406 0.11034
C -3.90440 3.61022 -1.92017
H 6.51701 2.80392 0.86771
N 0.71382 0.32337 0.05239
C -4.83795 0.77358 5.91462
H 5.14465 3.77055 1.04200
H 2.02818 -6.84660 -1.54378
H -1.59794 2.30604 1.07759
H -2.09369 1.36773 3.10523
C -0.61348 -4.28653 -2.17245
H 3.47861 -3.05214 -3.32297
H 0.93167 -1.71373 0.03101
H -0.37776 3.20796 0.12770
O -1.51689 -0.12968 -5.77529
H 6.70835 -0.57387 2.38849
O -2.21598 1.45257 6.42847
H 0.56372 1.85959 -5.25155
H 4.03006 -0.22713 -0.62698
C -0.09207 2.02513 -4.39677
Cl 1.90103 4.92351 0.86027
H -0.60311 -5.06860 -0.15481
H -2.48063 -4.03435 -2.89898
C 0.98405 -0.91177 -0.70535
H 3.41431 -7.51776 -0.51680
H -2.81822 -1.81774 -4.27294
H 2.37165 -4.81599 -2.21337
C -5.29179 -0.48320 1.66275
H 6.53170 4.26110 -0.06546
H 3.41100 2.67669 -0.11839
C 3.99223 -5.87407 -1.66879
Cl -5.18353 3.80379 2.67616
H 2.37687 2.67858 -2.33423
H -4.00368 0.95743 3.95817
Cl -4.21008 1.90280 -1.66473
N 3.37230 -4.76587 -2.08578
C 3.23083 2.02952 -2.14041
H 0.21030 -1.09575 -1.45070
C -3.65903 -1.11297 0.01135
C -0.37507 1.05139 -0.14849
H -0.74323 -3.40372 -0.19036
N -3.80160 1.07143 4.94116
O 5.26419 -5.96112 -1.58884
N -1.53021 -4.24655 -3.16690
C -1.58613 1.44668 4.06661
H 3.87653 1.93335 -3.01329
Cl -4.69444 6.57726 2.73746
H -0.16625 -4.65175 -4.70027
```

Results
2S+1: 1
Lowest unoccupied orbital energy: -0.334 eV
Gap between HOMO and LUMO: 8.644 eV
E_HOMO: -8.98 eV
SMILES string: ClC(Cl)(Cl)Cl.ClC(Cl)(Cl)Cl.ClC(Cl)(Cl)Cl.CNC(C)=O.CNC(C)=O.CNC(C)=O.CNC(C)=O.CNC(C)=O.CNC(C)=O.CNC(C)=O.CNC(C)=O
Total energy: -207479.353 eV